No. 1
{"formula": "C42H116N8O17", "method": "ωB97M-V with the def2-TZVPD basis set", "elements": ["C", "O", "C", "C", "N", "C", "C", "O", "C", "H", "H", "H", "H", "H", "H", "H", "H", "H", "H", "H", "H", "H", "H", "H", "C", "C", "O", "O", "H", "H", "H", "H", "H", "H", "C", "C", "O", "O", "H", "H", "H", "H", "H", "H", "C", "C", "O", "O", "H", "H", "H", "H", "H", "H", "C", "C", "O", "O", "H", "H", "H", "H", "H", "H", "C", "C", "C", "O", "C", "N", "H", "H", "H", "H", "H", "H", "H", "H", "H", "H", "H", "C", "C", "C", "O", "C", "N", "H", "H", "H", "H", "H", "H", "H", "H", "H", "H", "H", "C", "C", "C", "O", "C", "N", "H", "H", "H", "H", "H", "H", "H", "H", "H", "H", "H", "C", "C", "C", "O", "C", "N", "H", "H", "H", "H", "H", "H", "H", "H", "H", "H", "H", "C", "C", "C", "O", "C", "N", "H", "H", "H", "H", "H", "H", "H", "H", "H", "H", "H", "C", "C", "C", "O", "C", "N", "H", "H", "H", "H", "H", "H", "H", "H", "H", "H", "H", "C", "C", "C", "O", "C", "N", "H", "H", "H", "H", "H", "H", "H", "H", "H", "H", "H"], "xyz": [[-11.480, 6.347, 2.492], [-10.142, 6.078, 2.804], [-9.233, 5.874, 1.689], [-7.773, 5.857, 2.148], [-7.395, 4.609, 2.761], [-6.068, 4.741, 3.314], [-5.590, 3.545, 4.142], [-6.243, 3.387, 5.408], [-5.803, 4.301, 6.386], [-11.623, 7.222, 1.857], [-11.885, 6.625, 3.465], [-12.116, 5.572, 2.064], [-9.408, 6.709, 1.011], [-9.489, 4.989, 1.105], [-7.604, 6.699, 2.820], [-7.285, 6.001, 1.184], [-8.049, 4.377, 3.495], [-6.093, 5.656, 3.905], [-5.428, 4.970, 2.462], [-4.511, 3.478, 4.278], [-5.817, 2.639, 3.580], [-6.551, 4.367, 7.177], [-5.750, 5.313, 5.986], [-4.827, 4.080, 6.819], [-0.282, -0.426, -0.724], [0.830, -1.492, -0.732], [1.851, -1.176, -1.655], [-1.386, -0.828, 0.061], [-0.665, -0.286, -1.735], [-0.034, 0.580, -0.386], [0.441, -2.460, -1.048], [1.299, -1.604, 0.246], [2.258, -1.999, -1.933], [-2.080, -0.250, -0.264], [-1.395, 7.373, -2.309], [-2.295, 8.392, -1.533], [-1.533, 8.874, -0.444], [-1.369, 6.109, -1.662], [-0.371, 7.680, -2.522], [-1.898, 7.138, -3.247], [-3.173, 7.817, -1.240], [-2.627, 9.254, -2.112], [-1.469, 8.142, 0.173], [-0.579, 5.669, -1.987], [1.383, 6.515, 3.780], [2.567, 7.443, 3.598], [2.898, 8.191, 4.783], [0.227, 7.367, 4.064], [1.534, 5.821, 4.607], [1.184, 5.988, 2.846], [2.309, 8.233, 2.893], [3.393, 6.898, 3.142], [3.820, 8.441, 4.688], [0.448, 8.043, 4.709], [-1.843, -2.144, -6.313], [-2.549, -2.927, -5.176], [-3.758, -3.570, -5.644], [-2.593, -1.053, -6.674], [-1.761, -2.715, -7.238], [-0.853, -1.846, -5.970], [-2.860, -2.322, -4.325], [-1.887, -3.651, -4.701], [-4.289, -3.861, -4.899], [-3.227, -1.311, -7.347], [1.045, -2.416, 10.174], [-0.035, -2.172, 9.130], [0.457, -1.904, 7.700], [1.343, -0.789, 7.749], [1.750, -0.382, 6.445], [-0.934, -3.335, 9.032], [1.519, -3.396, 10.107], [0.578, -2.335, 11.156], [1.739, -1.576, 10.200], [-0.577, -1.265, 9.400], [-0.380, -1.702, 7.032], [1.112, -2.667, 7.280], [2.520, 0.384, 6.538], [0.883, 0.030, 5.929], [2.230, -1.177, 5.874], [-1.582, -3.058, 8.309], [-1.500, -3.413, 9.866], [3.042, -5.932, -6.783], [2.863, -5.828, -5.311], [2.023, -6.987, -4.660], [2.595, -8.285, -4.789], [1.818, -9.251, -3.993], [4.080, -5.578, -4.621], [2.065, -6.026, -7.257], [3.581, -6.874, -6.881], [3.540, -5.076, -7.238], [2.219, -4.969, -5.126], [1.039, -6.950, -5.128], [1.862, -6.682, -3.627], [2.374, -10.158, -3.756], [0.923, -9.582, -4.519], [1.525, -8.735, -3.079], [4.435, -6.520, -4.544], [4.731, -5.253, -5.321], [6.629, 1.514, 1.258], [7.972, 1.631, 0.543], [9.029, 0.567, 0.904], [9.318, 0.442, 2.308], [9.750, -0.874, 2.759], [7.637, 1.773, -0.858], [6.301, 0.478, 1.177], [5.904, 2.201, 0.821], [6.722, 1.714, 2.325], [8.414, 2.521, 0.991], [9.928, 0.718, 0.308], [8.563, -0.348, 0.538], [10.000, -0.924, 3.819], [10.714, -1.047, 2.282], [9.083, -1.717, 2.581], [8.500, 1.729, -1.381], [7.116, 0.973, -1.188], [-2.474, -4.916, 3.722], [-3.940, -4.975, 3.250], [-4.934, -3.951, 3.846], [-5.072, -4.349, 5.206], [-5.881, -3.478, 5.958], [-3.766, -4.855, 1.837], [-2.418, -5.196, 4.773], [-2.083, -3.905, 3.608], [-1.839, -5.605, 3.164], [-4.351, -5.979, 3.355], [-5.862, -3.915, 3.276], [-4.596, -2.923, 3.716], [-5.379, -2.594, 6.353], [-6.259, -3.943, 6.868], [-6.725, -3.249, 5.308], [-4.669, -4.762, 1.394], [-3.407, -3.926, 1.670], [6.225, -5.253, 0.673], [7.018, -6.541, 0.467], [8.389, -6.258, -0.187], [9.015, -7.476, -0.690], [8.253, -8.164, -1.644], [7.135, -7.248, 1.776], [6.187, -4.711, -0.272], [6.612, -4.618, 1.470], [5.185, -5.466, 0.922], [6.515, -7.292, -0.142], [9.048, -5.936, 0.620], [8.479, -5.531, -0.994], [8.996, -8.777, -2.155], [7.851, -7.562, -2.459], [7.551, -8.860, -1.185], [6.169, -7.236, 2.068], [7.153, -8.226, 1.523], [-7.084, 0.737, -3.242], [-6.129, 1.925, -3.455], [-6.862, 3.243, -3.916], [-7.279, 3.236, -5.315], [-6.210, 3.666, -6.189], [-5.443, 2.092, -2.240], [-8.007, 0.930, -2.696], [-6.598, -0.072, -2.696], [-7.428, 0.362, -4.206], [-5.389, 1.638, -4.203], [-6.221, 4.105, -3.728], [-7.724, 3.365, -3.260], [-5.335, 3.021, -6.261], [-5.878, 4.666, -5.908], [-6.609, 3.656, -7.203], [-6.134, 2.286, -1.530], [-4.922, 2.954, -2.316], [2.626, 4.181, -6.512], [2.974, 2.893, -5.837], [4.325, 2.242, -6.381], [4.282, 1.955, -7.696], [5.510, 1.705, -8.374], [3.110, 3.138, -4.426], [1.723, 4.657, -6.130], [2.481, 4.094, -7.589], [3.475, 4.840, -6.335], [2.133, 2.229, -6.036], [4.678, 1.434, -5.740], [5.100, 2.982, -6.182], [5.999, 0.905, -7.818], [6.212, 2.506, -8.607], [5.221, 1.410, -9.383], [3.277, 2.228, -4.021], [4.041, 3.493, -4.259]], "e_lumo_ev": 0.02}

***

No. 2
{"formula": "C42H118N14O12", "method": "ωB97M-V with the def2-TZVPD basis set", "elements": ["C", "C", "C", "O", "C", "N", "H", "H", "H", "H", "H", "H", "H", "H", "H", "H", "H", "C", "C", "C", "O", "C", "N", "H", "H", "H", "H", "H", "H", "H", "H", "H", "H", "H", "C", "C", "C", "O", "C", "N", "H", "H", "H", "H", "H", "H", "H", "H", "H", "H", "H", "C", "C", "C", "O", "C", "N", "H", "H", "H", "H", "H", "H", "H", "H", "H", "H", "H", "C", "C", "C", "O", "C", "N", "H", "H", "H", "H", "H", "H", "H", "H", "H", "H", "H", "C", "C", "C", "O", "C", "N", "H", "H", "H", "H", "H", "H", "H", "H", "H", "H", "H", "C", "C", "C", "O", "C", "N", "H", "H", "H", "H", "H", "H", "H", "H", "H", "H", "H", "C", "C", "C", "O", "C", "N", "H", "H", "H", "H", "H", "H", "H", "H", "H", "H", "H", "C", "C", "C", "O", "C", "N", "H", "H", "H", "H", "H", "H", "H", "H", "H", "H", "H", "C", "C", "C", "O", "C", "N", "H", "H", "H", "H", "H", "H", "H", "H", "H", "H", "H", "C", "O", "N", "N", "H", "H", "H", "H", "C", "O", "N", "N", "H", "H", "H", "H"], "xyz": [[34.777, 38.681, -11.749], [34.397, 38.437, -10.300], [34.346, 36.907, -9.998], [33.189, 36.326, -10.540], [33.192, 34.928, -10.643], [35.242, 39.116, -9.361], [34.052, 38.185, -12.395], [35.741, 38.282, -12.065], [34.698, 39.757, -11.904], [33.407, 38.819, -10.050], [34.220, 36.674, -8.941], [35.227, 36.358, -10.330], [34.161, 34.651, -11.059], [32.509, 34.708, -11.464], [32.932, 34.400, -9.726], [35.133, 40.109, -9.510], [36.205, 39.033, -9.656], [27.909, 26.886, -17.370], [28.986, 26.724, -16.244], [29.047, 27.960, -15.270], [29.835, 29.110, -15.725], [29.797, 30.315, -14.884], [28.669, 25.484, -15.536], [26.864, 26.914, -17.061], [27.850, 26.016, -18.025], [28.071, 27.860, -17.831], [29.986, 26.662, -16.673], [29.357, 27.683, -14.263], [28.037, 28.361, -15.193], [28.793, 30.688, -15.088], [30.479, 31.154, -15.019], [29.835, 30.157, -13.807], [29.365, 25.460, -14.804], [28.885, 24.738, -16.182], [33.755, 27.905, -11.247], [34.452, 26.725, -12.044], [33.472, 25.628, -12.669], [34.112, 24.470, -13.314], [33.139, 23.709, -14.071], [35.326, 27.232, -13.103], [32.689, 27.678, -11.247], [33.806, 28.913, -11.657], [33.985, 28.106, -10.201], [35.066, 26.266, -11.269], [33.004, 26.237, -13.442], [32.752, 25.251, -11.943], [33.564, 22.776, -14.442], [32.892, 24.325, -14.936], [32.281, 23.515, -13.428], [34.691, 27.873, -13.558], [35.441, 26.412, -13.680], [27.632, 24.965, -6.837], [27.365, 24.007, -8.014], [27.499, 24.781, -9.290], [26.238, 25.534, -9.406], [26.218, 26.340, -10.592], [28.354, 22.923, -8.040], [26.934, 25.801, -6.882], [28.630, 25.386, -6.965], [27.532, 24.670, -5.793], [26.378, 23.549, -7.940], [27.556, 24.154, -10.180], [28.397, 25.399, -9.269], [26.429, 27.373, -10.319], [25.250, 26.203, -11.075], [26.940, 26.009, -11.339], [28.356, 22.410, -7.170], [28.059, 22.181, -8.659], [36.170, 29.974, -19.112], [36.491, 29.116, -20.454], [35.531, 27.945, -20.775], [34.112, 28.262, -20.978], [33.418, 27.132, -21.454], [36.505, 30.013, -21.529], [36.683, 29.557, -18.245], [35.115, 30.066, -18.851], [36.628, 30.938, -19.330], [37.491, 28.683, -20.424], [35.605, 27.133, -20.051], [35.964, 27.448, -21.643], [33.052, 27.316, -22.464], [32.457, 26.992, -20.960], [33.827, 26.147, -21.232], [35.665, 29.900, -22.080], [36.407, 30.996, -21.318], [33.969, 35.470, -17.516], [34.711, 36.545, -16.803], [36.277, 36.351, -16.794], [36.716, 35.217, -16.060], [36.465, 35.362, -14.677], [34.133, 37.808, -17.180], [34.011, 35.575, -18.600], [32.924, 35.469, -17.207], [34.436, 34.537, -17.198], [34.227, 36.454, -15.830], [36.649, 37.241, -16.287], [36.725, 36.329, -17.788], [35.435, 35.595, -14.406], [37.242, 35.930, -14.166], [36.499, 34.320, -14.356], [34.492, 38.407, -16.450], [33.148, 37.890, -16.972], [29.862, 30.412, -22.723], [30.868, 31.548, -22.873], [31.200, 32.436, -21.678], [30.103, 33.092, -21.173], [29.527, 32.353, -20.088], [32.098, 30.880, -23.283], [28.809, 30.696, -22.725], [29.982, 29.848, -21.798], [29.881, 29.751, -23.591], [30.484, 32.149, -23.698], [31.786, 33.208, -22.176], [31.745, 31.947, -20.871], [28.800, 33.032, -19.642], [30.292, 32.204, -19.327], [28.938, 31.444, -20.213], [31.780, 30.184, -23.942], [32.339, 30.318, -22.479], [21.890, 34.725, -16.870], [22.810, 34.269, -15.732], [24.206, 33.573, -16.195], [23.839, 32.209, -16.633], [23.638, 31.260, -15.642], [23.139, 35.376, -14.828], [22.461, 35.411, -17.495], [21.009, 35.305, -16.594], [21.577, 34.026, -17.646], [22.185, 33.588, -15.154], [25.041, 33.439, -15.507], [24.551, 34.230, -16.993], [24.393, 31.295, -14.856], [23.766, 30.319, -16.177], [22.699, 31.134, -15.103], [23.586, 35.165, -13.948], [23.763, 35.988, -15.334], [24.705, 32.148, -10.005], [25.444, 33.451, -9.734], [26.933, 33.296, -10.159], [27.603, 32.243, -9.478], [27.751, 32.528, -8.038], [24.731, 34.518, -10.465], [24.794, 31.387, -9.230], [25.097, 31.705, -10.921], [23.654, 32.230, -10.283], [25.331, 33.630, -8.665], [27.373, 34.293, -10.156], [26.922, 32.911, -11.178], [27.816, 33.608, -7.904], [28.655, 31.989, -7.754], [27.068, 32.094, -7.308], [25.264, 35.371, -10.374], [23.804, 34.611, -10.075], [30.942, 20.820, -20.713], [30.690, 20.146, -22.147], [30.118, 18.712, -22.091], [29.899, 18.167, -23.406], [29.565, 16.795, -23.291], [29.768, 21.007, -22.878], [29.990, 20.768, -20.184], [31.261, 21.854, -20.580], [31.592, 20.169, -20.129], [31.656, 20.077, -22.646], [29.157, 18.663, -21.580], [30.777, 18.016, -21.571], [30.467, 16.208, -23.119], [29.155, 16.493, -24.255], [28.744, 16.527, -22.626], [30.172, 21.835, -23.293], [29.487, 20.352, -23.593], [25.339, 24.248, -22.229], [24.267, 24.854, -22.172], [25.705, 23.084, -21.695], [26.316, 24.617, -22.964], [26.643, 22.721, -21.792], [25.138, 22.606, -21.010], [27.154, 24.055, -23.005], [26.170, 25.418, -23.561], [24.822, 21.634, -15.482], [25.682, 21.346, -16.244], [24.760, 22.712, -14.674], [23.760, 20.978, -15.367], [24.055, 22.746, -13.951], [25.426, 23.463, -14.782], [23.249, 21.044, -14.499], [23.733, 20.094, -15.855]], "e_lumo_ev": 0.00, "e_above_lowest_kcal_mol": 236.48}

***

| no. | gap between HOMO and LUMO (eV) |
| --- | --- |
| 1 | 8.9 |
| 2 | 8.7 |